1.
The following is a quantum chemistry calculation of an isolated molecule of C22H28N2O4S in a non-equilibrium geometry, from the Open Molecules 2025 dataset.

Last column: natural (NBO) charge in e.
Geometry (Å):
C1 0.55 -4.52 0.66  -0.25
O1 0.86 -3.17 0.93  -0.49
C2 0.92 -2.30 -0.11  0.32
C3 0.73 -2.63 -1.45  -0.31
C4 0.83 -1.64 -2.41  -0.18
C5 1.09 -0.33 -2.07  -0.28
C6 1.29 0.01 -0.73  0.24
N1 1.53 1.36 -0.42  -0.71
C7 1.22 1.82 0.92  -0.34
C8 -0.23 1.50 1.29  0.68
O2 -0.55 1.21 2.43  -0.62
N2 -1.09 1.60 0.26  -0.61
C9 -2.46 1.13 0.33  -0.06
C10 -3.39 2.14 -0.35  -0.41
C11 -4.77 2.19 0.30  -0.39
C12 -5.66 0.98 -0.01  -0.39
C13 -5.03 -0.37 0.33  -0.41
C14 -3.92 -0.77 -0.65  -0.40
C15 -2.52 -0.28 -0.25  -0.40
S1 2.98 2.00 -1.01  2.32
O3 3.08 1.69 -2.41  -0.93
O4 3.01 3.38 -0.62  -0.93
C16 4.19 1.06 -0.10  -0.27
C17 4.50 -0.22 -0.53  -0.20
C18 5.35 -1.00 0.24  -0.21
C19 5.87 -0.49 1.43  -0.18
C20 5.55 0.79 1.84  -0.21
C21 4.70 1.57 1.08  -0.22
C22 1.20 -0.98 0.24  -0.33
H1 1.31 -4.98 0.02  0.18
H2 0.54 -5.02 1.62  0.20
H3 -0.43 -4.62 0.19  0.18
H4 0.51 -3.64 -1.75  0.22
H5 0.68 -1.90 -3.45  0.22
H6 1.17 0.44 -2.83  0.24
H7 1.88 1.41 1.69  0.21
H8 1.35 2.91 0.90  0.26
H9 -0.71 1.78 -0.65  0.40
H10 -2.70 1.10 1.40  0.23
H11 -2.94 3.13 -0.25  0.22
H12 -3.48 1.92 -1.41  0.20
H13 -5.29 3.09 -0.04  0.21
H14 -4.65 2.27 1.38  0.20
H15 -6.59 1.09 0.55  0.21
H16 -5.92 0.99 -1.07  0.19
H17 -5.82 -1.12 0.27  0.21
H18 -4.65 -0.37 1.35  0.20
H19 -3.88 -1.86 -0.72  0.21
H20 -4.18 -0.39 -1.64  0.19
H21 -2.09 -0.96 0.49  0.21
H22 -1.88 -0.33 -1.14  0.21
H23 4.08 -0.57 -1.45  0.24
H24 5.60 -2.00 -0.08  0.22
H25 6.52 -1.10 2.03  0.22
H26 5.96 1.18 2.76  0.22
H27 4.44 2.58 1.37  0.24
H28 1.34 -0.76 1.29  0.24

Its spin multiplicity is 1. Its frontier orbital gap is 9.317 eV. Its total energy is -45274.099 eV. Its SMILES is COc1cccc(N(CC(=O)NC2CCCCCC2)S(=O)(=O)c2ccccc2)c1. The HOMO energy comes out at -8.71 eV.

2.
The following is a quantum chemistry calculation of an isolated molecule of C22H28N4O in a non-equilibrium geometry, from the Open Molecules 2025 dataset.

Last column: natural (NBO) charge in e.
Geometry (Å):
C1 1.46 0.67 3.88  -0.42
N1 2.87 0.97 4.04  -0.43
C2 3.15 1.43 5.38  -0.41
C3 3.35 1.92 3.04  -0.22
C4 3.49 1.27 1.65  -0.42
C5 2.74 2.02 0.55  -0.22
N2 1.31 2.04 0.76  -0.58
C6 0.49 1.07 0.29  0.45
N3 0.97 0.23 -0.61  -0.50
C7 0.18 -0.70 -1.16  0.27
C8 0.84 -1.58 -2.13  -0.10
C9 1.72 -1.03 -3.06  -0.17
C10 2.35 -1.83 -3.99  -0.21
C11 2.12 -3.20 -4.00  -0.20
C12 1.27 -3.75 -3.06  -0.23
C13 0.63 -2.95 -2.14  -0.14
C14 -1.17 -0.81 -0.82  -0.16
C15 -1.68 0.05 0.15  0.13
C16 -0.86 1.01 0.73  -0.26
C17 -1.31 1.89 1.72  0.27
N4 -1.64 2.63 2.54  -0.33
C18 -3.13 -0.11 0.48  -0.48
C19 -3.95 -0.15 -0.83  0.28
C20 -5.35 -0.72 -0.54  -0.62
C21 -4.07 1.27 -1.40  -0.63
O1 -3.34 -0.96 -1.84  -0.54
C22 -2.19 -1.69 -1.47  -0.08
H1 1.18 -0.07 4.62  0.20
H2 0.82 1.56 4.01  0.17
H3 1.28 0.26 2.89  0.20
H4 2.64 2.37 5.63  0.16
H5 2.82 0.67 6.09  0.20
H6 4.22 1.57 5.50  0.20
H7 4.33 2.27 3.38  0.20
H8 2.69 2.80 2.99  0.15
H9 4.55 1.23 1.37  0.21
H10 3.13 0.25 1.70  0.22
H11 3.09 3.06 0.50  0.19
H12 2.92 1.53 -0.41  0.24
H13 0.97 2.58 1.54  0.40
H14 1.90 0.04 -3.04  0.22
H15 3.03 -1.39 -4.71  0.21
H16 2.62 -3.83 -4.72  0.21
H17 1.10 -4.82 -3.06  0.21
H18 -0.02 -3.40 -1.39  0.20
H19 -3.49 0.69 1.12  0.24
H20 -3.26 -1.06 1.01  0.23
H21 -5.94 -0.71 -1.46  0.22
H22 -5.27 -1.75 -0.20  0.21
H23 -5.85 -0.12 0.22  0.21
H24 -4.62 1.91 -0.72  0.21
H25 -4.58 1.23 -2.36  0.22
H26 -3.07 1.69 -1.56  0.21
H27 -2.46 -2.52 -0.79  0.17
H28 -1.82 -2.12 -2.41  0.22

Its spin multiplicity is 1. Its frontier orbital gap is 8.355 eV. Its total energy is -31276.621 eV. Its SMILES is CN(C)CCCNc1nc(-c2ccccc2)c2c(c1C#N)CC(C)(C)OC2. The HOMO energy comes out at -8.24 eV.